# 1
Formula: C33H51N3O6
Source: the Open Molecules 2025 dataset
Level of theory: ωB97M-V/def2-TZVPD

XYZ file:
```
93
Properties=species:S:1:pos:R:3:forces:R:3
N 0.87440 -0.37623 -5.12792 -0.1 1.9 -1.4
C -0.37047 -0.25546 -4.63613 2.4 -0.7 0.3
C -1.37808 0.47564 -5.20243 -1.0 -0.7 1.3
C -1.18975 1.10508 -6.38366 0.4 0.1 -0.5
C 0.11534 1.09592 -6.88239 -0.2 0.0 -1.2
C 1.12276 0.40909 -6.25454 -0.8 -1.8 2.3
H -0.45842 -0.76891 -3.69007 -0.6 -0.2 0.1
H -2.31365 0.42744 -4.66504 -0.3 0.3 -0.3
H -2.06363 1.50956 -6.87267 0.3 0.4 -0.3
H 0.34307 1.46017 -7.87328 -0.1 0.6 0.0
H 2.14288 0.39912 -6.60900 0.0 0.0 -0.2
N 0.37380 6.76963 1.97393 -0.6 0.3 -2.2
C -0.41513 6.69942 0.81362 1.0 -0.9 2.9
C -0.71578 5.48823 0.23295 0.7 -0.3 -0.5
C -0.13144 4.31203 0.74676 -0.2 0.3 0.2
C 0.65356 4.40859 1.86990 0.4 -0.6 -0.5
C 0.95196 5.64337 2.38466 -1.3 1.1 0.5
H -0.92832 7.58338 0.46483 0.4 0.3 0.2
H -1.29842 5.55705 -0.67379 -0.2 -0.6 -0.1
H -0.23393 3.29852 0.38803 -0.6 0.2 -0.6
H 1.07433 3.53819 2.35130 0.0 -0.2 -0.1
H 1.53423 5.68197 3.29344 0.3 0.4 0.1
N 5.51980 -1.86933 1.46582 -1.9 -0.3 -1.6
C 5.32753 -1.99314 0.08974 1.8 0.0 2.9
C 4.22812 -2.60847 -0.51188 -2.5 -0.8 -0.5
C 3.12185 -3.00976 0.23240 1.1 0.8 1.1
C 3.31683 -2.90675 1.62804 -1.9 -0.8 -1.8
C 4.45732 -2.30228 2.17457 2.5 1.0 -0.3
H 6.14175 -1.68891 -0.55127 0.2 0.3 0.2
H 4.19438 -2.79000 -1.57599 0.3 0.2 -0.2
H 2.18872 -3.30496 -0.22426 0.1 -0.4 0.0
H 2.58268 -3.27358 2.33008 -0.2 0.0 0.0
H 4.43000 -2.16264 3.24515 0.5 0.3 0.2
C 6.40705 1.24828 4.52674 0.1 1.2 -0.1
C 5.00982 1.20332 3.99653 -1.3 -2.4 1.3
O 4.19409 0.47126 4.58514 0.8 1.3 -1.4
C 4.72036 1.92581 2.70212 0.2 -0.2 0.5
H 6.95882 1.85190 3.80613 0.7 -0.3 0.4
H 6.83782 0.27535 4.76326 -0.1 0.0 -0.5
H 6.39732 1.77303 5.48207 0.0 0.2 0.0
H 5.64898 1.90196 2.13186 -0.2 0.0 -0.4
H 4.52352 2.97808 2.90727 -0.2 0.1 0.0
H 3.87703 1.46662 2.18633 0.1 0.2 0.0
C -6.86218 -2.50879 -1.35441 0.5 0.5 0.3
C -5.98597 -1.42178 -0.79110 -0.1 1.9 -0.4
O -6.23504 -0.23588 -1.00458 0.6 -1.5 0.3
C -4.85496 -1.86487 0.10820 0.4 0.1 0.2
H -7.89313 -2.22227 -1.14667 0.0 -0.3 0.1
H -6.53491 -3.43868 -0.88934 -0.5 -0.3 -0.5
H -6.73337 -2.47779 -2.43633 0.0 -0.4 0.0
H -4.21227 -1.06949 0.48560 -0.5 0.4 0.0
H -4.14123 -2.57240 -0.31380 -0.5 -0.4 -0.5
H -5.36122 -2.36636 0.93301 0.2 -0.1 0.3
C -2.37624 -6.00854 -4.06467 0.5 0.4 -1.2
C -2.38355 -5.12211 -2.87150 -0.6 -0.1 0.6
O -3.44698 -4.70198 -2.48048 0.2 0.5 0.6
C -1.04714 -4.81245 -2.19196 -0.6 -0.4 -0.2
H -1.43129 -5.83977 -4.58108 0.2 -0.7 -0.1
H -3.13918 -5.68446 -4.77247 -0.2 0.0 0.2
H -2.57864 -7.05814 -3.85141 0.4 0.0 0.2
H -1.19961 -4.50207 -1.15827 -0.1 0.2 -0.2
H -0.53739 -4.04705 -2.77711 0.1 0.1 0.1
H -0.45494 -5.72731 -2.21262 0.2 0.0 0.0
C -0.38161 -1.98527 1.11298 -0.5 -1.3 -0.1
C 0.42456 -1.07619 0.24926 -1.2 1.8 0.9
O 0.50145 -1.18432 -0.93703 0.3 -1.2 -1.5
C 0.97201 0.13078 0.89632 1.0 0.2 0.8
H -1.41747 -1.98366 0.77375 0.0 0.0 -0.3
H -0.44440 -1.83036 2.19008 0.5 0.3 -0.1
H -0.00058 -2.98504 0.90467 -0.2 -0.4 0.2
H 1.93409 0.34995 0.43320 0.2 0.1 0.2
H 1.04138 -0.06819 1.96575 0.3 0.5 0.1
H 0.36239 1.02195 0.74707 -0.3 -0.2 0.0
C -2.14537 1.64800 -1.40509 -0.6 1.2 0.0
C -2.66807 2.47108 -2.58763 1.0 -2.5 1.8
O -1.86087 2.90129 -3.35398 0.1 1.2 -1.2
C -4.15800 2.55381 -2.70939 0.6 1.5 -0.8
H -2.78286 0.77186 -1.28643 0.3 -0.1 0.3
H -2.33297 2.37446 -0.61441 -0.2 -0.3 0.7
H -1.06521 1.50191 -1.40691 -0.2 -0.4 -0.4
H -4.15517 3.23574 -3.55972 -1.1 -0.4 -0.5
H -4.64570 3.11510 -1.91239 0.2 -0.4 0.3
H -4.61785 1.57434 -2.84086 0.0 0.2 -0.1
C 1.41186 1.87750 6.20597 -0.4 0.4 0.4
C 0.62487 1.26078 5.05437 0.8 -1.0 1.0
O 0.56143 1.83525 4.00398 -0.3 0.4 -0.7
C 0.06101 -0.15221 5.19567 -0.2 -0.1 -0.2
H 2.05215 2.65822 5.79537 0.1 -0.2 0.1
H 1.93608 1.22758 6.90661 0.3 -0.5 -0.7
H 0.75675 2.37705 6.91969 -0.6 0.2 -0.3
H -0.93780 -0.20739 5.62861 0.1 0.4 0.5
H 0.73098 -0.80470 5.75558 0.0 0.1 0.1
H -0.12060 -0.57473 4.20745 0.4 0.1 -0.2
```
Positions in Å, forces in eV/Å.

Summary:
- LUMO level (alpha / beta): -4.9 / -9.1 eV
- Orbital gap (alpha / beta): 6.061 / 1.860 eV
- Spin multiplicity: 2
- E_tot: -51791.0362 eV
- Charge: +1
- HOMO level (alpha / beta): -10.96 / -10.96 eV
- Expectation value of S²: 0.77
- Strongest force on any atom: 3.46 eV/Å

Atom charges from the Mulliken analysis, given in e for atoms 1 to 6:
1 N -0.544
2 C -0.356
3 C -0.181
4 C -0.397
5 C -0.409
6 C -0.318



# 2
Formula: C33H51N4O23S
Source: the Open Molecules 2025 dataset
Level of theory: ωB97M-V/def2-TZVPD

XYZ file:
```
112
Properties=species:S:1:pos:R:3:forces:R:3
N -5.90822 2.13235 -0.30204 2.7 -2.0 -5.7
C -5.34210 1.70672 -1.29193 0.3 -0.1 3.7
O -4.40871 0.97897 -2.09140 -1.6 1.8 1.1
C -3.41444 1.87330 -2.66486 -0.5 3.1 1.1
N -2.52796 1.17858 -3.66293 -1.7 -0.8 1.1
C -1.64251 0.10239 -3.02256 1.3 -2.1 -0.2
C -0.34482 -0.01560 -3.95895 0.4 -1.2 -0.2
C -0.66655 -0.03306 -5.53599 1.4 2.1 -1.3
N -0.09045 0.85832 -6.34125 -2.1 -2.5 2.0
C -1.34884 0.37157 -1.46564 -0.8 0.4 0.3
C -0.16599 -0.50994 -0.83153 -0.2 -0.7 1.1
C 0.71516 0.25448 0.28948 0.9 -0.7 -0.2
C 2.09950 0.71386 -0.44777 -1.5 -0.4 -0.4
S 2.84296 2.26201 0.29387 -0.3 -0.3 -0.2
N -1.20664 1.84855 -1.25253 -0.8 -0.9 -0.7
C -2.45052 2.60022 -1.59817 0.9 1.7 -0.6
C -1.94474 3.98916 -2.30692 0.1 -0.9 -0.4
C -1.21320 4.95791 -1.23893 -0.7 0.4 -1.1
O 0.22379 5.00204 -1.46127 -1.3 0.5 -0.6
H -4.01197 2.71052 -3.20304 1.1 -1.5 0.6
H -1.97588 1.92326 -4.13002 -0.2 -0.6 0.1
H -3.16169 0.67751 -4.32711 0.8 0.8 0.1
H -2.23473 -0.88763 -3.08824 0.8 1.6 -0.1
H 0.12292 -1.05532 -3.73452 -0.8 1.7 -0.4
H 0.48320 0.74409 -3.67599 -1.6 -0.9 -0.7
H -1.35417 -0.81464 -6.00983 0.8 0.8 1.2
H -0.41828 0.68904 -7.32042 0.4 0.1 0.9
H -2.31675 0.07176 -0.89694 1.6 0.5 -1.0
H -0.67182 -1.40727 -0.30029 0.8 1.4 -1.0
H 0.57040 -0.95860 -1.58076 -1.2 0.7 0.8
H 0.17527 1.11731 0.80737 0.7 -1.1 -1.1
H 1.00208 -0.50485 1.11500 -0.6 1.2 -1.5
H 1.86349 0.84409 -1.57918 0.5 0.1 1.8
H 2.84430 -0.17280 -0.40672 -1.0 1.8 0.2
H 1.79105 3.16616 0.43315 0.5 -1.2 -0.5
H -0.36333 2.23410 -1.70264 -0.6 -0.2 0.2
H -2.97921 2.93097 -0.63036 0.2 -1.0 -1.6
H -2.78327 4.50280 -2.90847 1.1 -0.6 1.3
H -1.16464 3.64919 -3.10110 -1.0 0.8 1.2
H -1.47754 4.56149 -0.19625 0.8 0.8 -1.4
H -1.60752 6.02539 -1.42698 0.3 -1.7 0.7
H 0.34323 5.64539 -2.20922 0.1 -0.9 1.1
C 1.48672 -3.26584 4.11910 -0.6 -0.4 1.0
C 2.97797 -3.13894 4.10997 0.5 0.0 0.8
O 3.30172 -3.27131 2.73361 -0.6 0.2 -0.7
C 2.19526 -2.91997 2.02712 0.0 -0.1 -0.3
O 2.17448 -2.75821 0.83463 0.0 -0.1 0.7
O 1.11402 -2.77284 2.83987 0.7 0.1 -0.9
H 1.02371 -2.67692 4.91244 -0.1 0.0 -0.2
H 1.15583 -4.30274 4.20754 0.0 0.2 -0.1
H 3.31749 -2.15982 4.46086 0.0 -0.1 -0.1
H 3.46611 -3.91544 4.70106 0.1 0.0 -0.3
C 2.85424 -7.19573 -0.29807 0.1 -0.1 -1.0
C 3.95661 -7.32001 0.70652 1.0 -0.4 -0.2
O 3.47800 -6.55134 1.80218 -0.9 0.1 0.1
C 2.12229 -6.51168 1.70146 -0.3 0.2 0.4
O 1.39169 -6.08612 2.55719 0.6 -0.3 -0.6
O 1.69936 -7.01545 0.51125 0.1 0.3 0.9
H 2.75627 -8.08591 -0.92152 -0.2 0.1 0.1
H 2.97306 -6.32082 -0.94350 0.0 0.0 0.1
H 4.10785 -8.35185 1.03719 -0.1 0.1 0.0
H 4.90401 -6.92401 0.33708 -0.1 0.1 0.2
C -1.84381 8.87434 2.16412 -0.5 0.0 0.6
C -1.48933 8.06467 0.95561 0.2 -0.8 0.0
O -1.56389 9.01120 -0.10004 0.0 0.4 0.1
C -1.38245 10.24440 0.45409 0.2 1.3 -0.4
O -1.22118 11.25100 -0.17603 -0.2 -1.0 0.5
O -1.40677 10.18260 1.81312 0.3 0.1 -0.8
H -1.33618 8.52353 3.06486 0.0 0.2 -0.1
H -2.92468 8.89806 2.35102 0.8 0.1 -0.5
H -0.47050 7.66667 1.00231 0.0 0.0 0.0
H -2.18494 7.24018 0.78809 0.0 0.2 -0.1
C -2.11760 -4.28622 -6.38448 -0.9 0.1 -0.3
C -1.38593 -5.59320 -6.35647 -0.4 -0.9 -0.2
O -0.02382 -5.19657 -6.26543 0.0 0.9 0.3
C -0.00460 -3.95088 -5.72272 1.1 0.1 0.2
O 0.98834 -3.38681 -5.35296 -0.9 -0.3 -0.2
O -1.25859 -3.42310 -5.64999 0.5 0.0 0.1
H -3.10076 -4.34802 -5.91500 0.2 0.1 0.1
H -2.23231 -3.89179 -7.39840 0.0 0.0 0.1
H -1.63812 -6.19574 -5.47900 0.0 0.1 0.0
H -1.55876 -6.18686 -7.25536 0.2 0.1 0.1
C 4.45717 -3.05198 -3.56686 -0.4 0.4 -0.7
C 3.91921 -3.38501 -2.20886 -0.8 0.4 0.4
O 4.71603 -4.48948 -1.80864 0.4 -0.1 -0.3
C 5.88237 -4.41603 -2.50998 1.2 -0.6 0.1
O 6.84415 -5.09731 -2.29401 -1.0 0.6 -0.2
O 5.81294 -3.46884 -3.48540 0.0 -0.4 0.6
H 4.39117 -1.98613 -3.79198 0.2 -0.1 0.0
H 3.96129 -3.61454 -4.36349 0.0 0.0 0.1
H 4.05835 -2.57081 -1.49157 0.0 -0.1 0.0
H 2.86264 -3.65775 -2.23461 0.1 -0.1 0.1
C -4.49775 10.27582 5.91166 -0.4 0.8 0.5
C -3.55480 9.28704 6.52498 0.4 0.1 0.9
O -3.63494 8.17744 5.64074 -0.2 0.1 -0.8
C -4.04951 8.65526 4.43680 -0.3 -0.5 -0.4
O -4.06209 8.01319 3.42033 -0.6 0.1 1.4
O -4.44598 9.95192 4.52886 0.3 -0.8 -0.3
H -4.18797 11.30818 6.08088 -0.1 -0.1 -0.2
H -5.52509 10.15064 6.26565 0.1 0.0 -0.1
H -2.52280 9.64939 6.54530 -0.1 0.0 0.0
H -3.84972 9.00100 7.53575 0.0 -0.2 -0.2
C 1.78503 -6.43321 5.95653 0.5 -0.1 -0.8
C 1.57773 -7.60350 6.86842 0.3 -0.8 -0.1
O 1.04707 -7.00603 8.04258 -0.2 0.6 -0.2
C 0.47789 -5.82689 7.67024 -0.8 0.6 0.9
O -0.20571 -5.15028 8.38469 0.7 -0.6 -0.7
O 0.78503 -5.51561 6.37929 -0.1 -0.1 0.5
H 1.65266 -6.69442 4.90517 -0.1 0.2 0.1
H 2.76805 -5.96983 6.08662 0.0 0.0 0.1
H 0.84841 -8.31734 6.47417 0.0 0.1 0.0
H 2.50751 -8.13120 7.08728 -0.2 0.1 0.2
```
Positions in Å, forces in eV/Å.

Summary:
- LUMO level: -3.2 eV
- Orbital gap: 7.713 eV
- E_tot: -98924.5158 eV
- Charge: +1
- HOMO level: -10.95 eV
- Strongest force on any atom: 6.62 eV/Å

Atom charges from the Mulliken analysis, given in e for atoms 1 to 6:
1 N -0.392
2 C 0.447
3 O -0.328
4 C -0.695
5 N 0.039
6 C -0.319